# 1
Here is C5H6CeLiO4 as an isolated structure at a distorted geometry from the Open Molecules 2025 dataset. Energies are from the ωB97M-V functional and the def2-TZVPD basis.

CARTESIAN COORDINATES (ANGSTROEM)
O  -0.0286  2.0168  -2.8572
C  0.2235  2.1447  -1.6464
O  0.2220  3.1534  -0.9724
O  0.4802  0.8704  -1.0012
C  0.7690  0.8412  0.2416
C  1.1694  -0.4067  0.8613
Li  -0.2698  4.2405  -2.6323
H  0.5003  1.7260  0.8349
H  2.2614  -0.0209  0.9244
H  0.8871  -0.3915  1.9228
H  1.2021  -1.2523  0.1700
Ce  -0.1790  0.6221  -4.9865
C  -1.4851  -2.2758  1.4705
C  -1.2586  -3.2496  2.3405
O  -0.9928  -4.0618  3.1232
H  -1.3970  -2.5173  0.4104
H  -2.1039  -1.4388  1.7964

Force components x, y, z for each atom (eV/Å):
-0.166 -0.629 -2.174
-0.203 0.639 2.274
0.080 -0.462 -0.769
0.559 0.203 -1.274
-1.539 -1.284 1.596
1.352 2.356 -0.795
0.033 0.438 0.552
0.721 0.078 -0.153
-0.363 -0.469 0.211
-0.107 -0.727 -0.337
-0.345 -0.113 0.717
0.015 -0.038 0.159
-0.186 0.236 -0.362
0.531 -0.958 1.167
-0.442 1.079 -1.151
-0.099 -0.014 0.395
0.160 -0.336 -0.058

Properties
* total charge: +3
* ΔE to the lowest compared entry with this formula, charge and spin: 120.8 kJ/mol
* HOMO level (alpha / beta): -16.156 / -16.157 eV
* orbital gap (alpha / beta): 0.150 / 0.149 Eh
* calculated total energy: -26574.190 eV
* ⟨S²⟩: 2.001
* spin multiplicity: 3
* LUMO level (alpha / beta): -12.1 / -12.1 eV

Results of the Mulliken charge analysis, in e, for atoms 1 through 6: atom 1 (O): -0.753, atom 2 (C): 0.903, atom 3 (O): -0.668, atom 4 (O): -0.210, atom 5 (C): 0.315, atom 6 (C): -0.964



# 2
Here is a 5-piece molecular cluster, C5H6Cl16N2OP overall from the Open Molecules 2025 dataset. Energies are from the ωB97M-V functional and the def2-TZVPD basis.

CARTESIAN COORDINATES (ANGSTROEM)
C  1.9142  3.4326  0.2462
P  3.5410  2.6381  0.6672
O  4.0056  3.9326  1.7337
N  3.0297  1.3645  1.5266
N  4.0654  0.3253  1.6084
H  2.0025  3.8789  -0.7443
H  1.6624  4.2132  0.9635
H  1.1228  2.6828  0.2101
H  4.8689  4.2340  1.4322
H  3.6428  -0.4015  2.1746
H  4.1759  -0.0798  0.6786
C  0.0414  0.0953  3.0443
Cl  1.0712  0.3547  4.4510
Cl  -0.3577  1.6309  2.3037
Cl  0.8612  -0.9630  1.9013
Cl  -1.4717  -0.7060  3.5688
C  0.6913  5.5772  -3.4812
Cl  -0.7210  6.5671  -3.9110
Cl  1.5246  6.3059  -2.1168
Cl  0.1602  3.9506  -3.0700
Cl  1.7837  5.5070  -4.8755
C  -3.8900  -3.2529  0.9568
Cl  -4.6172  -2.6538  2.4542
Cl  -2.1701  -2.9202  0.9576
Cl  -4.1694  -4.9973  0.8259
Cl  -4.6572  -2.4488  -0.4246
C  -3.6207  -7.6475  -2.6176
Cl  -2.1102  -8.1919  -3.3545
Cl  -3.7242  -8.2744  -0.9655
Cl  -3.6684  -5.8902  -2.5842
Cl  -4.9871  -8.2634  -3.5594

Force components x, y, z for each atom (eV/Å):
0.001 -0.244 -0.060
0.031 0.036 0.057
0.153 0.171 -0.110
-0.262 0.012 -0.166
0.104 0.198 0.133
-0.003 0.080 0.045
-0.016 0.032 0.075
0.057 -0.003 -0.011
-0.034 -0.114 0.098
0.037 -0.074 -0.015
-0.036 -0.104 0.001
0.065 -0.027 0.036
-0.004 -0.003 -0.010
-0.020 -0.007 -0.015
-0.063 -0.042 -0.063
0.000 0.061 0.113
-0.020 -0.002 -0.027
0.006 -0.003 0.002
-0.012 0.032 -0.026
0.005 0.028 -0.006
-0.002 0.000 0.004
-0.033 -0.004 -0.028
0.005 -0.004 -0.010
0.030 -0.024 -0.059
-0.005 -0.005 0.085
0.010 -0.002 0.006
-0.006 -0.027 0.024
-0.003 0.005 0.001
0.001 0.006 -0.011
0.009 0.021 -0.067
0.006 0.005 0.002

Properties
* total charge: -1
* HOMO level: -2.625 eV
* orbital gap: 0.149 Eh
* calculated total energy: -219956.153 eV
* LUMO level: 1.4 eV

Results of the Mulliken charge analysis, in e, for atoms 1 through 6: atom 1 (C): -0.197, atom 2 (P): -0.372, atom 3 (O): -0.521, atom 4 (N): 0.189, atom 5 (N): -0.796, atom 6 (H): -0.162



# 3
Here is C5H6Cl2 in the gas phase at a distorted geometry from the Open Molecules 2025 dataset. Energies are from the ωB97M-V functional and the def2-TZVPD basis.

CARTESIAN COORDINATES (ANGSTROEM)
C  0.9595  -0.7536  1.0307
C  -1.1120  -0.4170  -0.7064
C  0.2991  0.4742  1.4829
C  -0.6144  0.5657  -1.7463
C  -0.3451  -0.4901  0.6510
Cl  1.2181  1.8602  0.7030
Cl  0.9157  0.2747  -2.4258
H  1.7902  -0.9485  0.2791
H  1.0304  -1.4121  1.9229
H  -2.2124  -0.1634  -0.6452
H  -0.8601  -1.4339  -1.1489
H  -0.0071  0.8328  2.3652
H  -1.0618  1.6110  -1.7622

Force components x, y, z for each atom (eV/Å):
2.766 -3.811 1.565
0.571 -0.927 -0.396
1.919 1.807 -3.957
-0.691 1.031 1.221
-3.738 1.415 -2.858
-0.642 0.464 0.046
-0.001 0.230 -0.205
-0.847 0.994 1.123
0.299 -0.317 -0.722
1.151 -0.859 0.485
-1.095 0.924 0.377
-0.727 0.495 3.529
1.035 -1.446 -0.208

Properties
* total charge: 0
* ΔE to the lowest compared entry with this formula, charge and spin: 422.0 kJ/mol
* HOMO level (alpha / beta): -8.416 / -8.079 eV
* orbital gap (alpha / beta): 0.310 / 0.273 Eh
* calculated total energy: -30321.674 eV
* LUMO level (alpha / beta): 0.0 / -0.6 eV

Results of the Mulliken charge analysis, in e, for atoms 1 through 6: atom 1 (C): -0.679, atom 2 (C): -0.319, atom 3 (C): -0.231, atom 4 (C): -0.449, atom 5 (C): 0.215, atom 6 (Cl): -0.239



# 4
Here is C5H6Cl2N2 in the gas phase at a distorted geometry from the Open Molecules 2025 dataset. Energies are from the ωB97M-V functional and the def2-TZVPD basis.

CARTESIAN COORDINATES (ANGSTROEM)
C  -1.0006  -0.1480  0.3994
C  -0.1423  0.3296  -0.5503
C  -0.8011  -0.6560  1.6956
C  1.3040  0.1814  -0.3315
C  -0.5192  0.9460  -1.8374
N  0.2712  -0.9542  2.2828
N  1.8359  -0.8969  -0.7988
Cl  -2.4537  -0.6095  2.5954
Cl  3.4617  -1.1059  -0.4250
H  -2.0335  -0.2138  0.0671
H  1.8861  1.0475  0.1040
H  0.1685  -1.1494  3.2765
H  -0.3963  1.9448  -1.7898
H  -1.5055  0.7449  -1.9383
H  -0.0752  0.5395  -2.7498

Force components x, y, z for each atom (eV/Å):
-0.662 0.908 -4.066
0.434 -1.391 1.876
0.559 -0.258 2.813
1.759 -0.149 -0.290
0.908 -2.891 -0.182
-0.816 0.286 -0.443
-1.495 1.292 0.855
1.142 -0.227 -0.374
0.928 0.071 -0.011
-0.003 0.414 0.181
-0.448 -1.133 -0.140
-0.082 -0.131 -0.149
0.616 3.508 -0.007
-3.432 -0.244 -0.527
0.592 -0.055 0.463

Properties
* total charge: 0
* ΔE to the lowest compared entry with this formula, charge and spin: 267.7 kJ/mol
* HOMO level: -10.034 eV
* orbital gap: 0.357 Eh
* SMILES: [H]/N=C(Cl)/C=C(C)\C=N\Cl
* calculated total energy: -33304.639 eV
* LUMO level: -0.3 eV

Results of the Mulliken charge analysis, in e, for atoms 1 through 6: atom 1 (C): -0.515, atom 2 (C): 0.805, atom 3 (C): 0.578, atom 4 (C): -0.271, atom 5 (C): -1.493, atom 6 (N): -0.531



# 5
Here is C5H6Cl2O4STlV as an isolated structure at a distorted geometry from the Open Molecules 2025 dataset. Energies are from the ωB97M-V functional and the def2-TZVPD basis.

CARTESIAN COORDINATES (ANGSTROEM)
V  2.7779  1.1758  -2.0874
Tl  -0.5141  2.1510  1.5475
Cl  4.1957  -0.3845  -2.3545
Cl  0.5503  1.0466  -1.1185
C  -2.2366  2.5073  -0.7543
C  3.2921  2.1057  -0.5611
C  2.9828  2.5147  -3.3389
O  -2.8163  2.3947  -1.7285
O  3.5701  2.6930  0.4111
O  3.1184  3.3701  -4.1286
C  -2.0482  -2.3155  0.1745
S  -2.2399  -1.3918  1.6988
C  -0.8624  -2.0115  2.6660
O  -1.8714  0.0402  1.3440
H  -2.9739  -2.8879  0.0424
H  -1.2009  -3.0037  0.2604
H  -1.9079  -1.6069  -0.6458
H  -0.1333  -2.4770  1.9939
H  -0.4225  -1.1671  3.2093
H  -1.2599  -2.7530  3.3697

Force components x, y, z for each atom (eV/Å):
-3.635 -8.603 0.837
0.003 1.162 0.891
-1.500 2.171 0.300
3.587 0.100 -1.905
-1.660 -0.258 -2.593
3.219 5.690 9.100
1.773 9.266 -8.536
1.404 0.356 2.466
-1.569 -3.402 -5.580
-0.869 -5.239 4.783
-0.992 -0.697 -0.536
1.923 0.970 -1.012
0.056 -0.255 1.127
-0.998 -1.462 0.415
0.142 0.011 -0.241
-0.198 0.155 0.212
-0.233 0.011 0.214
-0.296 0.155 0.013
-0.290 -0.199 0.052
0.132 0.068 -0.006

Properties
* total charge: +4
* ΔE to the lowest compared entry with this formula, charge and spin: 15.0 kJ/mol
* HOMO level (alpha / beta): -24.290 / -24.358 eV
* orbital gap (alpha / beta): 0.164 / 0.195 Eh
* calculated total energy: -79680.482 eV
* ⟨S²⟩: 2.113
* spin multiplicity: 3
* LUMO level (alpha / beta): -19.8 / -19.0 eV

Results of the Mulliken charge analysis, in e, for atoms 1 through 6: atom 1 (V): 0.204, atom 2 (Tl): 0.838, atom 3 (Cl): 0.210, atom 4 (Cl): 0.085, atom 5 (C): 0.139, atom 6 (C): 0.748



# 6
Here is a 2-piece molecular cluster, C5H6Cl3N3 overall at a distorted geometry from the Open Molecules 2025 dataset. Energies are from the ωB97M-V functional and the def2-TZVPD basis.

CARTESIAN COORDINATES (ANGSTROEM)
C  -1.2203  0.5924  -0.5930
C  -0.0374  0.0940  -0.1026
C  -2.5827  0.0161  -0.6480
C  2.3096  0.9831  0.0110
C  0.4467  -2.0070  1.1648
N  -0.9043  1.8062  -1.0696
N  0.3548  2.0644  -0.8946
N  0.9110  1.0286  -0.2952
Cl  0.2767  -3.2301  -0.0402
Cl  2.0348  -1.9200  1.8428
Cl  -0.8088  -1.9936  2.3464
H  -3.1526  0.5314  -1.4160
H  -2.5318  -1.0451  -0.8726
H  -3.0867  0.1470  0.3086
H  2.6677  2.0068  0.1030
H  2.4642  0.4446  0.9440
H  2.8592  0.4811  -0.7886

Force components x, y, z for each atom (eV/Å):
0.679 -0.615 0.357
0.719 -2.287 1.472
0.021 0.063 0.117
0.552 0.063 -0.024
-0.561 1.919 -1.244
-0.275 0.744 -0.428
0.253 0.879 -0.340
-0.875 -0.782 0.255
-0.002 0.077 0.054
-0.142 -0.038 -0.045
0.034 0.011 -0.068
-0.080 -0.033 -0.041
-0.109 -0.108 -0.035
-0.121 -0.045 0.014
-0.033 -0.055 -0.002
-0.029 0.175 -0.115
-0.033 0.033 0.074

Properties
* total charge: 0
* ΔE to the lowest compared entry with this formula, charge and spin: 0.0 kJ/mol
* HOMO level (alpha / beta): -9.288 / -9.414 eV
* orbital gap (alpha / beta): 0.293 / 0.295 Eh
* calculated total energy: -47315.320 eV
* LUMO level (alpha / beta): -1.3 / -1.4 eV

Results of the Mulliken charge analysis, in e, for atoms 1 through 6: atom 1 (C): 0.317, atom 2 (C): 0.203, atom 3 (C): -1.176, atom 4 (C): -0.817, atom 5 (C): 0.317, atom 6 (N): -0.381



# 7
Here is C5H6Cl3P in the gas phase at a distorted geometry from the Open Molecules 2025 dataset. Energies are from the ωB97M-V functional and the def2-TZVPD basis.

CARTESIAN COORDINATES (ANGSTROEM)
C  0.1139  0.0458  -0.6647
C  1.4678  0.7680  -0.3003
C  -0.4591  -0.7801  0.4384
C  2.6214  0.3045  0.1717
C  -1.9416  -0.7218  0.1054
P  -1.8930  0.8543  -1.2088
Cl  -2.5049  -2.1750  -0.7403
Cl  -3.0103  -0.3833  1.4931
Cl  -2.2212  2.4792  -0.0415
H  0.4379  -0.4881  -1.5780
H  1.5684  1.7466  -0.6194
H  -0.0027  -1.7704  0.5271
H  -0.1927  -0.1546  1.3999
H  2.6180  -0.6739  0.5424
H  3.3980  0.9488  0.4750

Force components x, y, z for each atom (eV/Å):
1.459 1.327 -1.302
-1.020 -0.632 -0.663
0.568 1.289 1.837
-2.263 -0.401 0.455
-0.646 1.149 -0.055
2.706 -2.369 1.298
0.105 0.162 -0.144
0.201 -0.239 -0.133
0.167 -0.010 0.241
-0.907 -0.112 0.204
-0.471 2.207 -0.603
-0.367 0.007 0.145
-0.981 -1.459 -1.510
0.533 -1.570 0.462
0.915 0.651 -0.233

Properties
* total charge: 0
* ΔE to the lowest compared entry with this formula, charge and spin: 125.8 kJ/mol
* HOMO level: -9.476 eV
* orbital gap: 0.350 Eh
* SMILES: C=C[C@H]1CC(Cl)(Cl)P1Cl
* calculated total energy: -52136.291 eV
* LUMO level: 0.0 eV

Results of the Mulliken charge analysis, in e, for atoms 1 through 6: atom 1 (C): -0.054, atom 2 (C): -0.457, atom 3 (C): -0.723, atom 4 (C): -0.771, atom 5 (C): 0.307, atom 6 (P): 0.259



# 8
Here is C5H6ClFO in the gas phase at a distorted geometry from the Open Molecules 2025 dataset. Energies are from the ωB97M-V functional and the def2-TZVPD basis.

CARTESIAN COORDINATES (ANGSTROEM)
C  -1.2387  -0.5689  -0.5712
C  -0.3765  -0.6584  0.7267
C  1.1215  -0.7924  0.5599
C  0.7188  1.0135  -0.6598
C  -0.5561  0.7046  -0.0100
H  -1.0070  -1.0239  -1.5768
H  -0.9350  -0.9813  1.7494
H  1.6574  -0.3732  1.4264
H  1.2542  -1.7801  0.4129
H  1.3658  1.7133  -0.1157
H  0.7259  1.3670  -1.7263
O  1.4775  -0.1234  -0.6276
F  -1.2486  1.7065  0.6410
Cl  -2.9592  -0.2032  -0.2289

Force components x, y, z for each atom (eV/Å):
0.100 1.669 0.858
-1.744 1.457 0.766
-0.925 1.126 0.505
1.919 2.873 -1.161
-1.287 -1.801 1.449
-0.325 0.620 1.310
1.502 1.156 -2.667
-0.198 -0.251 -0.073
1.659 -3.374 -0.290
-0.875 0.910 0.291
-0.595 -0.257 0.905
0.282 -2.390 -0.252
0.507 -0.387 -1.215
-0.018 -1.351 -0.426

Properties
* total charge: 0
* ΔE to the lowest compared entry with this formula, charge and spin: 200.9 kJ/mol
* HOMO level: -9.799 eV
* orbital gap: 0.392 Eh
* SMILES: F[C@@]12COC[C@@H]1[C@H]2Cl
* calculated total energy: -22566.827 eV
* LUMO level: 0.9 eV

Results of the Mulliken charge analysis, in e, for atoms 1 through 6: atom 1 (C): -0.068, atom 2 (C): -0.237, atom 3 (C): -0.630, atom 4 (C): -0.623, atom 5 (C): 0.584, atom 6 (H): 0.336